ORCA calculation (the ωB97M-V functional and the def2-TZVPD basis) on C25H28AuClN2O2SeSi2 as an isolated structure.

ORCA input file:
```
! wB97M-V def2-TZVPD RIJCOSX def2/J DEFGRID3
* xyz 0 3
Au 2.43 2.09 0.25
Cl -0.42 8.83 -0.30
C 0.35 7.44 -0.04
C 1.75 7.48 -0.36
C 2.50 6.37 -0.38
C 2.00 5.16 0.13
O 2.77 4.18 0.11
C 0.66 5.15 0.57
C -0.01 4.00 0.68
O 0.40 2.76 0.59
C -0.18 6.28 0.33
H 2.33 8.30 -0.67
H 3.46 6.22 -0.77
H -0.97 3.98 1.12
H -1.23 6.18 0.52
C 5.57 1.06 1.47
Si 4.48 0.82 -0.04
C 5.49 1.41 -1.48
C 4.11 -0.98 -0.16
C 5.09 -1.97 -0.36
C 4.76 -3.34 -0.35
C 3.40 -3.73 -0.13
C 2.44 -2.75 0.05
C 2.85 -1.41 0.03
Si 1.62 -0.07 0.11
C 0.68 -0.06 -1.44
C 0.49 -0.24 1.55
H 6.22 0.24 1.59
H 4.94 1.22 2.34
H 6.18 1.94 1.28
H 6.14 0.55 -1.79
H 6.14 2.21 -1.19
H 4.84 1.76 -2.28
H 6.10 -1.68 -0.62
H 5.52 -4.08 -0.60
H 3.17 -4.80 -0.07
H 1.45 -3.04 0.27
H 0.20 -0.98 -1.72
H 1.27 0.12 -2.33
H -0.10 0.69 -1.42
H 0.48 -1.30 1.76
H -0.53 0.08 1.32
H 0.93 0.37 2.37
C -7.44 -1.48 -0.22
N -6.17 -2.18 -0.14
C -4.91 -1.61 -0.02
Se -4.47 0.18 0.15
N -4.00 -2.62 0.17
C -4.67 -3.83 0.07
C -4.15 -5.11 0.22
C -5.09 -6.10 0.18
C -6.47 -5.89 0.05
C -6.95 -4.61 -0.12
C -6.02 -3.55 -0.08
H -7.19 -0.43 -0.33
H -8.09 -1.57 0.62
H -7.94 -1.76 -1.12
H -3.02 -2.36 0.17
H -3.10 -5.35 0.44
H -4.82 -7.14 0.20
H -7.23 -6.67 0.12
H -7.99 -4.41 -0.28
*
```

The calculation puts the max |F| at 5.2 eV/Å. Its expectation value of S² is 2.02. Its energy relative to the best compared isomer or geometry (same formula, charge and spin) is 59.5 kcal per mole. The HOMO-LUMO gap (alpha / beta) comes out at 5.861 / 4.901 eV.



ORCA calculation (the ωB97M-V functional and the def2-TZVPD basis) on a 2-piece molecular cluster, BrClH4Si2 overall.

ORCA input file:
```
! wB97M-V def2-TZVPD RIJCOSX def2/J DEFGRID3
* xyz 0 1
Si 1.26 -0.61 1.24
Si -1.24 1.00 -2.38
Cl 0.20 -1.61 -0.20
Br -1.85 2.08 -0.42
H 0.54 0.76 1.22
H 1.08 -1.41 2.50
H 2.39 -0.34 0.48
H -2.39 0.12 -2.44
*
```

The calculation puts the max |F| at 3.1 eV/Å. Its energy relative to the best compared isomer or geometry (same formula, charge and spin) is 52.2 kcal per mole. The HOMO-LUMO gap comes out at 7.981 eV.